Record 1
Formula: C4H12N3
Source: OMol25
Level of theory: ωB97M-V/def2-TZVPD

Summary:
Relative energy (zero: lowest compared OMol25 entry of this formula, charge and spin) ... 45.0 kcal/mol
DFT total energy ... -323.606476 hartree
E_LUMO ... -3.431 eV
Structure (SMILES) ... C[C@@H](N)CNC=[NH2+]
Charge ... +1
Spin multiplicity ... 1
Frontier orbital gap ... 9.607 eV

Last column: Mulliken charge in e.
CARTESIAN COORDINATES (ANGSTROEM)
C1 0.21 0.84 -0.50  -0.863
C2 1.38 0.25 0.35  0.290
C3 -2.20 0.26 -0.50  0.248
C4 1.21 -1.27 0.45  -1.326
N1 -1.11 0.57 0.12  -0.106
N2 -3.26 -0.32 0.06  -0.319
N3 2.56 0.73 -0.29  -0.584
H1 0.42 1.87 -0.70  0.324
H2 0.16 0.40 -1.57  0.338
H3 1.27 0.78 1.42  0.290
H4 -2.28 0.38 -1.54  0.375
H5 2.22 -1.60 0.91  0.330
H6 1.09 -1.58 -0.48  0.437
H7 0.49 -1.77 1.18  0.329
H8 -1.19 0.27 1.15  0.284
H9 -3.21 -0.57 1.01  0.209
H10 -4.02 -0.43 -0.59  0.259
H11 3.26 1.16 0.35  0.258
H12 2.98 0.04 -0.83  0.227

Record 2
Formula: C8H22InN2O2
Source: OMol25
Level of theory: ωB97M-V/def2-TZVPD

Summary:
Relative energy (zero: lowest compared OMol25 entry of this formula, charge and spin) ... 0.0 kcal/mol
DFT total energy ... -766.914778 hartree
E_LUMO ... -14.699 eV
Charge ... +3
Spin multiplicity ... 1
Frontier orbital gap ... 6.268 eV

Last column: Mulliken charge in e.
CARTESIAN COORDINATES (ANGSTROEM)
In1 -1.01 -0.82 0.26  1.379
C1 3.04 -1.85 -2.34  -1.551
C2 1.77 -1.25 -1.74  0.462
C3 0.51 -1.52 -2.52  -0.890
O1 -0.56 -0.66 -2.01  -0.384
C4 -1.66 -0.52 -2.95  -0.782
N1 1.56 -1.75 -0.41  -0.400
H1 3.22 -1.40 -3.32  0.421
H2 2.99 -2.93 -2.47  0.423
H3 3.92 -1.59 -1.75  0.455
H4 1.86 -0.17 -1.66  0.133
H5 0.14 -2.54 -2.35  0.406
H6 0.61 -1.41 -3.60  0.562
H7 -2.03 -1.51 -3.21  0.395
H8 -1.28 0.02 -3.82  0.314
H9 -2.52 0.02 -2.56  0.390
H10 1.47 -2.78 -0.44  0.348
H11 2.38 -1.76 0.21  0.312
C5 -2.61 1.75 3.35  -1.486
C6 -1.76 1.44 2.12  0.333
C7 -0.28 1.61 2.41  -0.785
O2 0.37 1.25 1.25  -0.323
C8 1.70 1.73 1.00  -0.747
N2 -2.06 0.00 1.65  -0.359
H12 -2.37 1.16 4.24  0.463
H13 -3.67 1.59 3.12  0.453
H14 -2.61 2.81 3.60  0.421
H15 -2.06 2.10 1.31  0.233
H16 0.19 1.10 3.27  0.417
H17 -0.16 2.66 2.69  0.471
H18 1.66 2.80 0.78  0.346
H19 2.19 1.15 0.23  0.158
H20 2.33 1.66 1.90  0.391
H21 -2.28 -0.49 2.53  0.509
H22 -2.98 0.09 1.21  0.513

Record 3
Formula: C5H34N2O12
Source: OMol25
Level of theory: ωB97M-V/def2-TZVPD

Summary:
Relative energy (zero: lowest compared OMol25 entry of this formula, charge and spin) ... 0.0 kcal/mol
DFT total energy ... -1223.383003 hartree
E_LUMO ... 0.299 eV
Structure (SMILES) ... CNC[C@@H](C)NC=O.O.O.O.O.O.O.O.O.O.O.O
Spin multiplicity ... 1
Frontier orbital gap ... 10.156 eV

Last column: Mulliken charge in e.
CARTESIAN COORDINATES (ANGSTROEM)
C1 -0.62 -3.00 0.40  -0.139
N1 -0.49 -1.65 0.34  0.648
C2 -2.74 -0.74 0.62  -1.574
C3 -1.31 -0.75 1.17  0.543
C4 -0.74 0.66 1.12  -0.890
N2 0.59 0.79 1.78  -0.122
C5 0.64 1.97 2.65  -1.092
O1 -1.50 -3.56 1.04  -0.704
H1 0.06 -3.53 -0.26  0.422
H2 0.38 -1.28 -0.02  -0.012
H3 -2.79 -0.31 -0.37  0.263
H4 -3.14 -1.74 0.57  0.416
H5 -3.37 -0.12 1.27  0.422
H6 -1.31 -1.15 2.19  0.167
H7 -1.46 1.38 1.51  0.486
H8 -0.58 0.97 0.08  0.082
H9 0.82 -0.04 2.31  0.177
H10 0.46 2.87 2.06  0.384
H11 -0.11 1.99 3.46  0.353
H12 1.66 2.06 3.04  0.338
H13 0.42 1.14 -2.84  0.493
H14 1.47 2.03 -3.61  0.298
O2 0.88 2.02 -2.85  -0.739
H15 3.80 0.05 0.30  0.348
H16 5.32 -0.25 0.56  0.274
O3 4.44 -0.67 0.51  -0.684
H17 -4.01 3.55 -2.22  0.287
H18 -2.48 3.39 -2.38  0.454
O4 -3.31 2.91 -2.10  -0.695
H19 2.11 1.68 -0.93  0.250
H20 1.96 1.14 0.58  0.635
O5 2.59 1.23 -0.19  -0.930
H21 -1.35 -3.36 2.71  0.340
H22 -1.88 -2.91 4.11  0.294
O6 -1.08 -3.20 3.64  -0.748
H23 -0.89 -0.64 -2.21  0.310
H24 0.64 -0.76 -2.55  0.373
O7 -0.24 -0.41 -2.89  -0.726
H25 2.37 -0.24 -1.18  0.443
H26 2.22 -1.77 -0.82  0.323
O8 2.05 -1.10 -1.54  -0.715
H27 1.90 -2.18 3.85  0.280
H28 0.41 -2.39 3.36  0.334
O9 1.26 -1.93 3.18  -0.672
H29 -2.13 0.81 -4.20  0.295
H30 -3.08 1.86 -3.60  0.378
O10 -2.61 1.61 -4.43  -0.688
H31 -1.43 3.41 -4.08  0.359
H32 -0.34 3.35 -3.01  0.397
O11 -1.12 3.89 -3.30  -0.795
H33 3.28 -2.16 0.82  0.356
H34 2.01 -2.37 1.64  0.345
O12 2.39 -2.54 0.74  -0.642